Record 1
Here is a cluster of 6 separate species, C17H47BN2O11S6 in total in a non-equilibrium geometry from the Open Molecules 2025 dataset. Energies are from ωB97M-V with the def2-TZVPD basis set.

```
84
Properties=species:S:1:pos:R:3
C -3.1934 2.6095 1.1072
N -2.7047 1.1962 1.0758
C -2.4418 0.8570 -0.3466
B -1.5831 1.0033 1.9490
O -1.6561 1.6407 3.2314
C -0.2669 0.1200 1.7175
C 1.0221 0.9866 1.5195
C 1.0072 1.8067 0.2092
O 0.2899 3.0405 0.3372
C 2.5060 2.1775 -0.1286
N 2.7628 2.1523 -1.5829
C -0.0369 -0.7602 3.0067
O -0.3648 -2.1397 2.6874
S 0.1895 -2.3455 1.1545
O -0.4531 -3.4353 0.4320
O 1.6372 -2.5488 1.3365
O -0.2061 -0.8553 0.6525
H -2.4767 3.3014 1.5624
H -3.3711 2.9784 0.0878
H -4.1753 2.6316 1.6024
H -2.2371 -0.2096 -0.4618
H -3.3773 1.0133 -0.8980
H -1.6125 1.4602 -0.7460
H -0.8656 2.1807 3.2892
H 1.8488 0.2646 1.4331
H 1.2452 1.6212 2.3938
H 0.5459 1.2512 -0.6159
H 0.3793 3.3591 1.2339
H 3.2140 1.5638 0.4354
H 2.6372 3.2155 0.2065
H 2.1984 2.9020 -1.9602
H 2.3348 1.2891 -1.9113
H -0.6884 -0.5632 3.8638
H 0.9863 -0.7784 3.4108
C 6.3179 0.5323 3.4685
S 5.7316 2.2085 3.1669
O 4.6321 2.1156 2.1630
C 7.2039 2.7665 2.2909
H 5.5279 -0.0177 3.9764
H 6.5495 0.0466 2.5205
H 7.2032 0.5666 4.1039
H 7.3770 2.1336 1.4203
H 8.0610 2.7296 2.9638
H 7.0386 3.7931 1.9695
C 2.4277 7.4392 -1.8714
S 3.6337 6.1054 -1.7468
O 2.8876 4.8220 -1.8536
C 4.0056 6.3536 -0.0010
H 2.0270 7.4402 -2.8832
H 1.6195 7.2732 -1.1586
H 2.9184 8.3928 -1.6738
H 3.0929 6.2578 0.5880
H 4.4456 7.3416 0.1386
H 4.7190 5.5900 0.3043
C 1.4624 -6.8038 -0.2862
S 2.5561 -6.9177 1.1401
O 3.2856 -8.2143 1.0378
C 1.2443 -7.1357 2.3561
H 2.0779 -6.7017 -1.1779
H 0.8580 -7.7086 -0.3602
H 0.8230 -5.9258 -0.1825
H 0.6547 -8.0189 2.1085
H 0.6117 -6.2474 2.3677
H 1.7064 -7.2663 3.3329
C -3.6662 -4.0212 -0.4158
S -4.3642 -2.5484 -1.1837
O -4.1790 -1.4199 -0.2228
C -6.0854 -3.0770 -1.0579
H -2.5871 -3.8909 -0.3501
H -4.0802 -4.1486 0.5855
H -3.8912 -4.8917 -1.0330
H -6.3393 -3.2669 -0.0143
H -6.2312 -3.9784 -1.6538
H -6.7161 -2.2790 -1.4471
C -6.2774 -0.4612 -4.2895
S -5.4899 -2.0415 -4.6515
O -4.0495 -1.9068 -4.3046
C -5.6176 -1.9032 -6.4439
H -6.2718 -0.3175 -3.2099
H -5.7211 0.3455 -4.7672
H -7.3069 -0.4772 -4.6493
H -5.1064 -1.0011 -6.7803
H -6.6690 -1.8738 -6.7320
H -5.1442 -2.7780 -6.8854
```

Values from the calculation:
Charge: 0
Kohn-Sham gap: 8.56 eV
HOMO level: -8.27 eV
DFT total energy: -4026.89627 Eh
Energy above the lowest of the compared OMol25 structures with the same formula, charge and spin: 137.54 kJ/mol

---

Record 2
Here is a structure of composition C17H47IN5O8PSi in a non-equilibrium geometry from the Open Molecules 2025 dataset. Energies are from ωB97M-V with the def2-TZVPD basis set.

```
80
Properties=species:S:1:pos:R:3
N 4.6033 -1.1248 -2.5073
C 3.9566 -0.2381 -2.8778
O 3.2142 0.7347 -3.2210
Si 2.4103 1.4275 -1.8669
I 3.1341 3.7106 -1.4825
P 0.2073 1.3208 -2.3398
O -0.2382 2.3712 -3.2257
O -0.0042 -0.1496 -2.9471
O -0.5425 1.2785 -0.9154
H 2.7427 0.5742 -0.7143
H -0.1754 -0.7549 -2.2193
H 0.0290 0.8091 -0.2986
C -3.7773 0.9927 3.6530
C -3.4298 0.4405 2.2738
C -2.2322 -0.5211 2.2585
O -0.9582 0.1058 2.3599
C -0.5636 0.4629 3.6715
N -3.2340 1.5585 1.3487
H -3.1011 1.7906 3.9571
H -4.7818 1.4142 3.6452
H -3.7471 0.2088 4.4125
H -4.2920 -0.1370 1.9297
H -2.2244 -1.0255 1.2916
H -2.3372 -1.3033 3.0162
H -0.9146 -0.2655 4.4073
H -0.9212 1.4600 3.9373
H 0.5261 0.4818 3.6949
H -3.1080 1.1828 0.4131
H -2.3348 1.9763 1.5691
C 8.5099 -2.6303 1.3151
C 7.2977 -2.7284 2.2361
C 6.0303 -2.0713 1.6713
O 6.0150 -0.6581 1.7248
C 6.7289 -0.0097 0.6882
N 7.6575 -2.1966 3.5543
H 8.9733 -1.6455 1.3518
H 9.2694 -3.3501 1.6183
H 8.2388 -2.8434 0.2795
H 7.0691 -3.7909 2.3580
H 5.1850 -2.3897 2.2868
H 5.8274 -2.4136 0.6481
H 6.6569 -0.5589 -0.2545
H 7.7774 0.1356 0.9582
H 6.2835 0.9759 0.5489
H 6.8965 -2.3703 4.2041
H 7.6945 -1.1844 3.4783
C -1.9531 5.9492 -6.0567
C -2.6597 7.0021 -5.2084
C -2.5619 6.7534 -3.6962
O -3.3973 5.7287 -3.2042
C -2.9016 4.4107 -3.3848
N -4.0494 7.1234 -5.6590
H -2.5360 5.0338 -6.1422
H -1.8001 6.3250 -7.0682
H -0.9768 5.6943 -5.6405
H -2.1639 7.9585 -5.3998
H -2.8911 7.6623 -3.1851
H -1.5215 6.5744 -3.3920
H -1.8152 4.3675 -3.2936
H -3.2106 4.0041 -4.3504
H -3.3381 3.7859 -2.6059
H -4.4885 7.9042 -5.1805
H -4.5530 6.3088 -5.3205
C -2.1344 -5.0233 2.8311
C -3.5747 -4.7547 2.4044
C -4.2129 -5.8971 1.6020
O -3.7826 -5.9948 0.2597
C -2.5443 -6.6530 0.0653
N -3.6257 -3.4791 1.6825
H -1.4306 -4.8779 2.0127
H -1.8441 -4.3360 3.6256
H -2.0159 -6.0405 3.2080
H -4.1672 -4.6443 3.3169
H -5.2874 -5.7072 1.5449
H -4.0859 -6.8605 2.1133
H -2.4068 -7.4706 0.7780
H -1.7064 -5.9554 0.1355
H -2.5489 -7.0681 -0.9418
H -4.5966 -3.2394 1.5015
H -3.2348 -3.6365 0.7576
```

Values from the calculation:
Charge: 0
Kohn-Sham gap: 8.44 eV
HOMO level: -8.90 eV
DFT total energy: -2480.20099 Eh

---

Record 3
Here is a structure of composition C17H47N2O9Zn in a non-equilibrium geometry from the Open Molecules 2025 dataset. Energies are from ωB97M-V with the def2-TZVPD basis set.

```
76
Properties=species:S:1:pos:R:3
Zn 0.9374 -3.2260 -2.8895
O 1.1109 -0.5057 1.4083
C 1.0218 -1.2603 0.3351
O 1.7052 -1.0102 -0.6724
O 0.3430 -2.2735 0.2418
H 0.4690 -0.9183 1.9908
C -1.7958 -2.8526 7.2368
C -0.7000 -2.6959 6.1886
C 0.3434 -3.8338 6.1136
O -1.2478 -2.4988 4.8771
H -2.1845 -1.8723 7.5126
H -1.3736 -3.3350 8.1183
H -2.5959 -3.4895 6.8596
H -0.0998 -1.7944 6.3119
H 0.6355 -4.1981 7.0985
H 1.2472 -3.5899 5.5553
H -0.0552 -4.6867 5.5643
H -1.6489 -3.3422 4.6548
C -1.8926 3.0069 4.7668
C -2.3762 4.0078 3.7224
C -1.9749 3.5905 2.2934
O -3.7853 4.0347 3.7815
H -0.8133 2.8819 4.6787
H -2.3296 2.0261 4.5791
H -2.0172 3.3711 5.7866
H -2.0883 5.0223 3.9980
H -2.3917 2.6386 1.9641
H -0.9143 3.5500 2.0454
H -2.4076 4.2343 1.5276
H -4.0674 4.2905 4.6628
C 3.3959 3.1931 -5.1999
C 3.8201 4.0746 -4.0878
C 3.7849 5.5685 -4.3894
O 4.5645 5.8412 -5.5611
C 4.5132 7.2450 -5.7807
N 2.8720 3.7488 -3.0116
H 3.4579 2.1648 -4.8436
H 4.0881 3.2606 -6.0392
H 2.4563 3.3860 -5.7177
H 4.8721 3.9324 -3.8404
H 4.2050 6.0406 -3.5013
H 2.7590 5.9300 -4.4602
H 5.2348 7.5491 -6.5390
H 4.7202 7.8816 -4.9205
H 3.5219 7.4934 -6.1598
H 3.1477 4.1817 -2.1417
H 2.9458 2.7535 -2.8568
C -3.6844 -1.8489 -4.8279
C -2.5784 -2.5601 -3.9803
C -2.7446 -4.1205 -3.9826
O -1.5350 -4.7772 -3.5271
C -1.5936 -6.2208 -3.5054
N -1.2541 -2.1908 -4.5303
H -3.9982 -2.4191 -5.7023
H -3.3860 -0.8431 -5.1234
H -4.5477 -1.8103 -4.1636
H -2.6355 -2.1547 -2.9701
H -2.9615 -4.4746 -4.9904
H -3.5390 -4.3975 -3.2896
H -0.6487 -6.6638 -3.1908
H -1.7290 -6.6017 -4.5176
H -2.3529 -6.6024 -2.8228
H -1.3188 -2.3005 -5.5323
H -1.2765 -1.1861 -4.4301
C -3.5666 -5.9355 1.6834
O -3.2829 -5.9286 3.0515
H -4.0559 -6.7828 1.2031
H -3.9624 -4.9618 1.3947
H -2.5821 -5.8414 1.2251
H -3.1668 -6.8404 3.3286
C 5.1125 3.0937 3.1533
O 4.0946 3.2038 2.2335
H 5.8055 3.9286 3.0495
H 4.6029 3.1513 4.1152
H 5.7394 2.2042 3.0927
H 3.6327 2.3644 2.2947
```

Values from the calculation:
Charge: +1
Kohn-Sham gap: 2.69 eV
HOMO level: -10.99 eV
DFT total energy: -3241.37304 Eh
Energy above the lowest of the compared OMol25 structures with the same formula, charge and spin: 659.91 kJ/mol